ORCA calculation (ωB97M-V/def2-TZVPD) on a cluster of 14 separate species, C42H84O42 in total in a non-equilibrium geometry.

Energy (eV): -130904.8602
Total charge: 0
E_HOMO (Eh): -0.3726
LUMO energy (eV): 0.4
F_max (eV/A): 4.78

Last column: Löwdin charge in e.
Positions of all 168 atoms, in Å:
C 11.317 12.821 4.544  -0.07
O 10.885 11.637 3.983  -0.01
C 10.108 10.747 4.679  -0.58
O 9.409 11.027 5.647  0.12
O 10.145 9.690 3.988  0.06
C 9.373 8.552 4.289  -0.03
H 11.886 13.378 3.800  0.11
H 11.948 12.651 5.416  0.09
H 10.461 13.408 4.877  0.07
H 9.633 7.790 3.555  0.10
H 8.298 8.695 4.404  0.09
H 9.484 8.071 5.261  0.10
C 12.358 20.828 4.223  -0.02
O 11.184 20.012 4.162  0.03
C 10.912 19.186 3.208  -0.66
O 11.659 18.776 2.346  0.11
O 9.673 18.776 3.402  -0.01
C 9.029 17.887 2.436  -0.01
H 13.241 20.477 4.756  0.07
H 12.257 21.746 4.801  0.09
H 12.668 21.143 3.226  0.10
H 9.717 17.049 2.327  0.09
H 8.779 18.318 1.466  0.09
H 8.136 17.518 2.939  0.06
C 6.315 24.695 -0.337  -0.04
O 6.598 23.304 -0.058  0.00
C 5.728 22.633 0.718  -0.55
O 4.777 23.110 1.319  0.11
O 6.203 21.345 0.743  -0.01
C 5.546 20.393 1.612  -0.03
H 5.815 25.228 0.472  0.09
H 5.727 24.943 -1.220  0.09
H 7.287 25.147 -0.535  0.09
H 5.538 20.644 2.672  0.09
H 5.902 19.370 1.491  0.08
H 4.517 20.219 1.299  0.09
C 7.069 16.804 10.016  -0.07
O 8.227 17.541 10.178  -0.02
C 9.357 17.022 10.809  -0.47
O 10.431 17.574 10.881  0.12
O 9.218 15.687 11.176  -0.06
C 10.216 15.142 11.965  -0.07
H 7.365 15.871 9.537  0.08
H 6.388 17.301 9.325  0.10
H 6.490 16.691 10.933  0.10
H 11.167 15.205 11.435  0.09
H 10.038 14.082 12.146  0.09
H 10.265 15.826 12.812  0.10
C 0.563 18.637 4.121  -0.01
O 1.907 18.326 3.686  -0.01
C 2.191 17.375 2.817  -0.60
O 1.527 16.395 2.632  0.13
O 3.413 17.630 2.246  -0.04
C 4.087 16.790 1.258  -0.02
H 0.529 19.385 4.913  0.09
H 0.062 17.729 4.457  0.09
H 0.029 19.048 3.264  0.10
H 5.160 16.869 1.433  0.08
H 3.702 16.951 0.251  0.10
H 3.868 15.733 1.411  0.07
C 6.433 10.447 6.194  -0.06
O 5.141 10.881 5.910  -0.02
C 4.370 10.339 4.926  -0.53
O 4.745 9.412 4.187  0.08
O 3.210 10.974 5.009  0.02
C 2.240 10.524 4.061  -0.03
H 6.988 11.159 6.805  0.09
H 6.962 10.417 5.242  0.05
H 6.484 9.457 6.648  0.11
H 1.525 11.303 3.795  0.10
H 1.748 9.574 4.269  0.10
H 2.830 10.448 3.148  0.08
C 6.428 19.566 5.321  -0.04
O 7.095 19.351 6.558  -0.02
C 8.172 20.053 6.846  -0.49
O 8.383 21.213 6.397  0.07
O 8.939 19.335 7.790  -0.03
C 10.016 19.942 8.519  -0.04
H 5.501 18.994 5.294  0.10
H 7.111 19.269 4.525  0.08
H 6.218 20.626 5.173  0.09
H 10.905 19.630 7.971  0.07
H 10.127 19.526 9.521  0.07
H 10.045 21.013 8.716  0.10
C 5.479 8.739 1.049  -0.08
O 4.785 9.896 0.856  0.02
C 5.399 10.990 0.489  -0.55
O 6.658 11.058 0.310  0.04
O 4.450 11.915 0.330  0.01
C 4.727 13.290 -0.134  0.00
H 5.327 8.086 0.189  0.10
H 5.091 8.283 1.959  0.09
H 6.557 8.776 1.200  0.10
H 5.390 13.290 -0.999  0.09
H 5.213 14.035 0.495  0.07
H 3.750 13.717 -0.363  0.09
C 7.259 18.017 -2.017  0.00
O 7.964 16.739 -2.018  -0.01
C 7.976 15.944 -0.948  -0.51
O 7.405 16.180 0.153  0.05
O 8.702 14.842 -1.251  -0.01
C 8.809 13.748 -0.395  -0.05
H 7.365 18.384 -3.038  0.10
H 7.771 18.594 -1.247  0.09
H 6.246 18.038 -1.616  0.09
H 8.054 12.999 -0.635  0.07
H 8.876 13.986 0.667  0.09
H 9.715 13.267 -0.762  0.10
C 5.430 13.949 7.032  -0.04
O 6.263 13.847 8.157  -0.04
C 6.191 12.761 8.982  -0.47
O 5.337 11.864 8.979  0.11
O 7.244 12.953 9.897  -0.05
C 7.227 12.332 11.152  -0.08
H 5.836 13.436 6.159  0.08
H 5.543 15.029 6.938  0.10
H 4.385 13.686 7.193  0.11
H 6.238 11.953 11.409  0.09
H 7.435 12.998 11.989  0.09
H 7.915 11.490 11.228  0.09
C 9.968 13.352 7.716  -0.02
O 10.357 14.676 8.056  0.00
C 11.400 15.269 7.488  -0.57
O 12.058 14.892 6.511  0.07
O 11.472 16.492 8.004  -0.02
C 12.465 17.496 7.607  0.00
H 10.816 12.710 7.479  0.09
H 9.334 13.456 6.836  0.07
H 9.371 12.959 8.539  0.09
H 13.374 16.898 7.535  0.10
H 12.615 18.211 8.416  0.09
H 12.093 18.072 6.760  0.09
C 7.175 12.235 3.050  0.01
O 7.421 13.005 4.253  0.03
C 7.902 14.190 4.113  -0.58
O 8.273 14.772 3.101  0.11
O 7.953 14.789 5.351  -0.05
C 8.508 16.045 5.563  -0.03
H 6.557 12.788 2.343  0.09
H 6.767 11.276 3.370  0.09
H 8.024 11.994 2.411  0.10
H 8.357 16.343 6.600  0.11
H 8.040 16.755 4.882  0.08
H 9.569 15.990 5.317  0.11
C 17.264 19.354 4.667  -0.02
O 16.536 18.149 4.612  0.04
C 15.317 18.086 4.909  -0.62
O 14.642 18.757 5.685  0.10
O 14.882 17.096 4.126  0.01
C 13.608 16.653 4.018  -0.06
H 16.962 20.130 5.370  0.10
H 17.268 19.722 3.640  0.10
H 18.260 19.110 5.035  0.10
H 13.318 16.025 4.860  0.07
H 13.664 15.952 3.186  0.11
H 12.869 17.447 3.908  0.09
C 10.011 8.932 -1.760  -0.05
O 9.398 7.710 -2.104  -0.01
C 10.064 6.550 -2.275  -0.52
O 11.228 6.386 -2.017  0.13
O 9.335 5.723 -3.150  -0.03
C 9.845 4.404 -3.405  -0.06
H 10.543 8.906 -0.809  0.10
H 9.261 9.722 -1.785  0.09
H 10.762 9.271 -2.475  0.10
H 10.906 4.243 -3.214  0.09
H 9.698 4.113 -4.445  0.09
H 9.266 3.733 -2.770  0.09